Entry 1:
Entry from the Open Molecules 2025 dataset: a structure of composition C6H8 (wB97M-V/def2-TZVPD).

XYZ file:
```
14
C6H8 | the Open Molecules 2025 dataset | wB97M-V/def2-TZVPD
C -1.459 0.409 0.053
C -0.262 0.464 -0.843
C 1.046 0.912 -0.183
C 1.371 -0.035 0.975
C 0.414 -1.063 0.846
C -0.650 -0.842 -0.189
H -1.397 0.875 1.036
H -2.441 0.455 -0.410
H -0.419 0.618 -1.907
H 0.969 1.927 0.232
H 1.884 0.944 -0.891
H 1.583 -1.236 0.426
H 0.348 -1.886 1.562
H -1.093 -1.676 -0.727
```

As for the HOMO energy: -8.292 eV. Its multiplicity is 1. As for the gap between HOMO and LUMO: 9.36 eV.

Results of the Löwdin charge analysis, in e, for atoms 1 through 5: -0.078 -0.241 -0.199 -0.061 -0.165

Entry 2:
Entry from the Open Molecules 2025 dataset: the molecule C6H8 (wB97M-V/def2-TZVPD).

XYZ file:
```
14
C6H8 | the Open Molecules 2025 dataset | wB97M-V/def2-TZVPD
C -1.308 0.705 -0.194
C -0.687 0.233 -1.277
C -0.775 0.025 1.103
C 1.444 -0.075 -0.067
C 0.662 -0.157 -1.369
C 0.546 -0.609 1.037
H -2.195 1.198 -0.059
H -1.128 0.336 -2.285
H -0.556 0.964 1.651
H -1.520 -0.670 1.461
H 2.478 -0.455 -0.128
H 1.408 0.983 0.095
H 0.839 -0.806 -2.194
H 0.436 -1.612 1.332
```

As for the HOMO energy (spin up / spin down): -6.852 / -9.765 eV. Its multiplicity is 3. As for the gap between HOMO and LUMO (spin up / spin down): 8.04 / 9.28 eV. As for the expectation value of S²: 2.040.

Results of the Löwdin charge analysis, in e, for atoms 1 through 5: -0.057 -0.172 -0.215 -0.175 -0.067

Entry 3:
Entry from the Open Molecules 2025 dataset: the molecule C6H8Br2O2 (wB97M-V/def2-TZVPD).

XYZ file:
```
18
C6H8Br2O2 | the Open Molecules 2025 dataset | wB97M-V/def2-TZVPD
C -1.159 0.928 -0.505
C -1.480 0.001 0.395
C 0.158 1.193 -1.118
C 1.185 0.086 -0.710
C -0.259 -1.225 0.809
C 1.024 -0.387 0.713
O -0.378 -2.403 0.139
O 1.094 0.741 1.517
Br -2.470 2.327 -0.757
Br -3.151 -0.346 1.166
H 0.072 1.110 -2.116
H 0.562 2.210 -0.923
H 0.926 -0.875 -1.369
H 2.122 0.543 -0.908
H -0.623 -1.453 1.908
H 1.849 -1.201 1.025
H 0.343 -2.320 -0.661
H 0.183 1.070 1.396
```

As for the HOMO energy (spin up / spin down): -5.538 / -9.727 eV. Its multiplicity is 3. As for the gap between HOMO and LUMO (spin up / spin down): 6.08 / 6.89 eV. As for the expectation value of S²: 2.010.

Results of the Löwdin charge analysis, in e, for atoms 1 through 5: -0.727 -0.694 -0.221 -0.113 -0.358

Entry 4:
Entry from the Open Molecules 2025 dataset: a structure of composition C6H8BrClO (wB97M-V/def2-TZVPD).

XYZ file:
```
17
C6H8BrClO | the Open Molecules 2025 dataset | wB97M-V/def2-TZVPD
C 0.018 -0.199 -1.215
C 3.356 -0.054 0.804
C 0.549 -0.357 -0.031
C 2.484 0.033 -0.226
C -1.479 0.115 -1.480
C 0.133 1.114 1.567
O 0.138 -0.309 1.249
Cl 3.037 0.371 -1.816
Br 5.182 0.132 0.458
H 0.693 -0.255 -2.074
H 3.086 -0.143 1.806
H -1.605 1.125 -1.158
H -2.098 -0.570 -0.830
H -1.620 0.069 -2.613
H 0.726 1.221 2.468
H -0.851 1.508 1.717
H 0.623 1.812 0.841
```

As for the HOMO energy: -8.915 eV. Its multiplicity is 1. As for the gap between HOMO and LUMO: 9.66 eV.

Results of the Löwdin charge analysis, in e, for atoms 1 through 5: -0.154 -0.670 -0.234 -0.643 -0.064

Entry 5:
Entry from the Open Molecules 2025 dataset: the molecule C6H8BrNO (wB97M-V/def2-TZVPD).

XYZ file:
```
17
C6H8BrNO | the Open Molecules 2025 dataset | wB97M-V/def2-TZVPD
C 1.693 -1.673 -0.260
C 2.062 -0.421 -0.372
C -0.178 1.022 -0.110
C 0.270 -2.037 -0.172
C -0.597 -1.205 0.778
C -1.445 2.881 -0.196
N -0.891 0.140 0.251
O -0.214 2.235 -0.435
Br 3.977 0.106 -0.381
H 2.434 -2.452 -0.483
H -0.229 -2.102 -1.182
H 0.088 -3.096 0.256
H -1.644 -1.534 0.818
H -0.220 -0.831 1.740
H -2.289 2.304 -0.457
H -1.340 3.778 -0.710
H -1.480 2.884 0.915
```

As for the HOMO energy (spin up / spin down): -8.021 / -7.481 eV. Its multiplicity is 1. As for the gap between HOMO and LUMO (spin up / spin down): 7.91 / 7.00 eV.

Results of the Löwdin charge analysis, in e, for atoms 1 through 5: -0.320 -0.507 -0.216 -0.230 -0.179

Entry 6:
Entry from the Open Molecules 2025 dataset: a cluster of 4 separate species, C6H8Cl12 in total (wB97M-V/def2-TZVPD).

XYZ file:
```
26
C6H8Cl12 | the Open Molecules 2025 dataset | wB97M-V/def2-TZVPD
Cl 10.745 -11.615 12.306
C 11.545 -12.371 10.920
C 13.017 -11.935 10.912
Cl 13.880 -12.595 9.523
H 11.035 -12.012 10.031
H 11.533 -13.457 10.975
H 13.441 -12.277 11.855
H 13.094 -10.849 10.914
Cl 13.550 -9.741 4.851
C 12.144 -9.521 5.959
C 12.251 -10.437 7.157
Cl 10.917 -9.880 8.253
H 11.262 -9.752 5.373
H 12.226 -8.479 6.249
H 13.147 -10.404 7.764
H 11.971 -11.450 6.881
C 12.592 -17.043 9.024
Cl 14.192 -16.872 9.726
Cl 12.632 -17.895 7.510
Cl 11.545 -17.909 10.153
Cl 11.979 -15.357 8.706
C 9.179 -13.621 6.605
Cl 9.010 -13.399 8.343
Cl 8.616 -12.199 5.724
Cl 10.860 -13.968 6.173
Cl 8.179 -15.030 6.169
```

As for the HOMO energy: -10.804 eV. Its multiplicity is 1. As for the gap between HOMO and LUMO: 10.89 eV. As for the SMILES: ClC(Cl)(Cl)Cl.ClC(Cl)(Cl)Cl.ClCCCl.ClCCCl.

Results of the Löwdin charge analysis, in e, for atoms 1 through 5: 0.576 -0.707 -0.676 0.577 -0.014

Number 1: maximum force 0.371 eV/Å, electronic energy -233.26047 Eh. Number 2: maximum force 4.176 eV/Å, electronic energy -233.24693 Eh. Number 3: maximum force 10.405 eV/Å, electronic energy -5531.69161 Eh. Number 4: maximum force 4.717 eV/Å, electronic energy -3342.71927 Eh. Number 5: maximum force 3.346 eV/Å, electronic energy -2937.21556 Eh. Number 6: maximum force 1.328 eV/Å, electronic energy -5755.70108 Eh.